1.
{"formula": "C2H4N4", "method": "ωB97M-V/def2-TZVPD", "symbols": ["C", "C", "N", "N", "N", "N", "H", "H", "H", "H"], "coordinates": [[0.48, -1.59, 0.02], [-0.14, 0.99, 0.69], [0.82, -1.05, -1.14], [-0.62, -0.82, 0.29], [-0.28, -0.22, -1.05], [-0.12, 1.16, -0.70], [0.84, -2.46, 0.52], [-0.90, 1.46, 1.29], [0.82, 0.84, 1.18], [-0.89, 1.68, -1.09]], "nbo_charge": [0.060, -0.266, -0.192, -0.109, -0.040, -0.417, 0.202, 0.190, 0.192, 0.380], "mol_weight_g_mol": 84.1, "spin_multiplicity": 3, "gap_ev": [7.26, 7.33], "e_above_lowest_kcal_mol": 91.2, "homo_ha": [-0.225, -0.360], "s_squared": 2.031, "e_lumo_ev": [1.14, -2.45], "total_energy_ha": -297.3116}



2.
{"formula": "C2H4N4O", "method": "ωB97M-V/def2-TZVPD", "symbols": ["C", "C", "O", "N", "N", "N", "N", "H", "H", "H", "H"], "coordinates": [[-0.30, -1.16, -0.39], [0.26, 0.13, 0.01], [1.67, 0.11, -0.22], [-0.22, 1.18, -0.87], [-0.83, 2.00, -0.24], [-0.90, 1.63, 1.18], [-0.24, 0.60, 1.30], [-0.28, -1.88, 0.39], [0.15, -1.47, -1.24], [-1.37, -0.97, -0.53], [2.04, -0.16, 0.61]], "nbo_charge": [-0.623, 0.369, -0.668, -0.095, -0.027, 0.004, -0.138, 0.233, 0.240, 0.223, 0.482], "mol_weight_g_mol": 100.1, "spin_multiplicity": 1, "gap_ev": 9.53, "e_above_lowest_kcal_mol": 81.5, "homo_ha": -0.382, "smiles": "CC1(O)N=NN=N1", "e_lumo_ev": -0.87, "total_energy_ha": -372.7704}



3.
{"formula": "C2H4N4O", "method": "ωB97M-V/def2-TZVPD", "symbols": ["C", "C", "N", "N", "N", "N", "O", "H", "H", "H", "H"], "coordinates": [[0.88, -0.12, -0.45], [-0.31, 0.22, 0.49], [1.96, 0.53, -0.55], [0.82, 3.44, 0.75], [2.14, 1.70, 0.06], [1.34, 2.49, 0.47], [0.68, -1.28, -1.18], [-0.65, -0.93, 0.64], [-0.98, 0.94, 0.08], [0.04, 0.61, 1.46], [1.50, -1.85, -1.26]], "nbo_charge": [0.613, -0.720, -0.317, -0.092, -0.007, -0.055, -0.681, 0.242, 0.257, 0.245, 0.513], "mol_weight_g_mol": 100.1, "spin_multiplicity": 3, "gap_ev": [5.98, 7.75], "e_above_lowest_kcal_mol": 37.2, "homo_ha": [-0.205, -0.369], "s_squared": 2.023, "e_lumo_ev": [0.41, -2.29], "total_energy_ha": -372.6062}



4.
{"formula": "C2H4N4O2", "method": "ωB97M-V/def2-TZVPD", "symbols": ["C", "C", "H", "H", "H", "H", "N", "N", "N", "N", "O", "O"], "coordinates": [[-0.79, -0.59, 0.15], [1.44, -0.41, 0.01], [-1.17, 1.69, -0.41], [0.93, 2.49, 1.17], [-2.23, 0.86, -0.04], [-0.37, -2.34, -0.81], [0.29, 1.60, -0.01], [0.37, 0.28, 0.62], [-2.05, -0.18, -0.43], [-0.20, -1.97, 0.14], [1.34, -1.69, 0.16], [2.44, 0.24, -0.54]], "nbo_charge": [0.525, 0.828, 0.354, 0.359, 0.335, 0.393, -0.599, -0.360, -0.656, -0.297, -0.332, -0.552], "mol_weight_g_mol": 116.1, "spin_multiplicity": 1, "gap_ev": 8.92, "e_above_lowest_kcal_mol": 213.3, "homo_ha": -0.360, "e_lumo_ev": -0.88, "total_energy_ha": -447.7625}



5.
{"formula": "C2H4N4O2", "method": "ωB97M-V/def2-TZVPD", "symbols": ["H", "N", "C", "N", "C", "O", "N", "N", "O", "H", "H", "H"], "coordinates": [[-0.06, 1.00, 2.94], [-0.98, 0.84, 2.45], [-0.56, 0.59, 1.30], [0.77, 0.68, 0.70], [0.58, 0.41, -0.49], [1.43, 0.30, -1.52], [-0.69, 0.02, -0.82], [-0.77, -1.27, -1.25], [-1.42, 0.17, 0.36], [2.30, 0.65, -1.23], [-0.08, -1.43, -1.94], [-0.51, -1.95, -0.50]], "nbo_charge": [0.354, -0.666, 0.617, -0.560, 0.661, -0.650, -0.024, -0.639, -0.312, 0.513, 0.372, 0.335], "mol_weight_g_mol": 116.1, "spin_multiplicity": 1, "gap_ev": 9.67, "e_above_lowest_kcal_mol": 51.5, "homo_ha": -0.344, "smiles": "[H]/N=c1\\nc(O)n(N)o1", "e_lumo_ev": 0.30, "total_energy_ha": -448.0204}



6.
{"formula": "C2H4N4O2", "method": "ωB97M-V/def2-TZVPD", "symbols": ["N", "C", "N", "N", "N", "C", "O", "O", "H", "H", "H", "H"], "coordinates": [[-1.75, 1.84, -0.85], [-0.77, 1.04, -0.30], [0.06, 1.15, 0.72], [0.90, -0.08, 0.37], [1.76, -0.39, 1.44], [0.25, -1.01, -0.38], [0.16, -2.24, -0.26], [-0.62, -0.30, -0.99], [-1.55, 2.57, -0.04], [-2.68, 1.51, -0.58], [2.72, -0.45, 0.91], [1.52, -1.15, 1.98]], "nbo_charge": [-0.775, 0.608, -0.286, -0.186, -0.637, 0.829, -0.606, -0.478, 0.392, 0.399, 0.373, 0.367], "mol_weight_g_mol": 116.1, "spin_multiplicity": 1, "gap_ev": 10.16, "e_above_lowest_kcal_mol": 54.6, "homo_ha": -0.356, "smiles": "Nc1nn(N)c(=O)o1", "e_lumo_ev": 0.48, "total_energy_ha": -448.0154}



7.
{"formula": "C2H4N4O2", "method": "ωB97M-V/def2-TZVPD", "symbols": ["O", "N", "O", "C", "N", "N", "C", "N", "H", "H", "H", "H"], "coordinates": [[-2.78, 0.13, 0.39], [-1.77, -0.36, -0.07], [-1.64, -1.13, -0.97], [-0.52, 0.17, 0.64], [-0.18, 1.44, -0.01], [0.85, 1.38, -0.60], [1.46, 0.18, -0.50], [0.72, -0.57, 0.59], [-0.90, 0.19, 1.68], [1.42, -0.12, -1.60], [2.54, 0.24, -0.31], [0.80, -1.56, 0.75]], "nbo_charge": [-0.366, 0.519, -0.358, 0.101, -0.118, -0.077, -0.131, -0.654, 0.224, 0.221, 0.223, 0.416], "mol_weight_g_mol": 116.1, "spin_multiplicity": 1, "gap_ev": 10.24, "e_above_lowest_kcal_mol": 97.8, "homo_ha": -0.374, "smiles": "O=[N+]([O-])[C@@H]1N=NCN1", "e_lumo_ev": 0.07, "total_energy_ha": -447.9466}



8.
{"formula": "C2H4N4O2", "method": "ωB97M-V/def2-TZVPD", "symbols": ["N", "N", "C", "N", "C", "O", "N", "O", "H", "H", "H", "H"], "coordinates": [[2.03, -0.32, 0.39], [0.71, -0.07, -0.44], [0.36, 1.31, -0.28], [-0.82, 1.76, -0.01], [-1.52, 0.49, 0.40], [-2.68, 0.20, 0.21], [-0.48, -0.63, 0.30], [-1.27, -1.67, -0.23], [2.27, -1.17, -0.21], [1.77, -0.61, 1.33], [1.46, 1.73, -0.42], [-1.83, -1.02, -1.04]], "nbo_charge": [-0.648, -0.155, 0.273, -0.477, 0.714, -0.526, -0.113, -0.496, 0.379, 0.371, 0.229, 0.448], "mol_weight_g_mol": 116.1, "spin_multiplicity": 1, "gap_ev": 10.10, "e_above_lowest_kcal_mol": 125.0, "homo_ha": -0.380, "smiles": "Nn1cnc(=O)n1O", "e_lumo_ev": -0.25, "total_energy_ha": -447.9033}



9.
{"formula": "C2H4N4O4", "method": "ωB97M-V/def2-TZVPD", "symbols": ["H", "N", "C", "O", "N", "O", "C", "N", "N", "O", "O", "H", "H", "H"], "coordinates": [[-1.85, 2.50, -0.14], [-2.02, 1.47, -0.17], [-1.03, 0.74, 0.12], [0.29, 1.13, 0.24], [1.34, 0.14, -0.33], [1.22, -0.08, -1.61], [2.45, 0.06, 0.21], [3.35, -0.57, 0.64], [-1.36, -0.55, 0.42], [-2.60, -0.88, -0.09], [-0.52, -1.55, -0.02], [4.29, -0.12, 0.69], [-2.95, 0.01, -0.50], [-0.62, -2.31, 0.53]], "nbo_charge": [0.387, -0.756, 0.645, -0.393, 0.194, -0.457, 0.562, -0.536, 0.079, -0.569, -0.542, 0.402, 0.500, 0.483], "mol_weight_g_mol": 148.1, "spin_multiplicity": 1, "gap_ev": [8.64, 8.64], "e_above_lowest_kcal_mol": 119.9, "homo_ha": [-0.340, -0.340], "smiles": "[H]/N=C(\\O[N+]([O-])=C=N)N(O)O", "e_lumo_ev": [-0.61, -0.61], "total_energy_ha": -598.2626}



10.
{"formula": "C2H4N4OS", "method": "ωB97M-V/def2-TZVPD", "symbols": ["C", "C", "H", "H", "H", "H", "N", "N", "N", "N", "O", "S"], "coordinates": [[0.62, -0.22, 0.50], [-1.88, 0.58, 0.86], [3.97, -0.02, -1.10], [1.86, -1.39, -1.55], [-2.69, 0.43, -0.95], [-2.77, 1.07, 1.05], [2.17, 0.05, -1.20], [1.85, 0.10, 0.27], [-1.87, -0.09, -0.29], [-1.00, 0.52, 1.86], [0.05, -0.58, 1.58], [-0.31, -0.46, -1.01]], "nbo_charge": [0.374, 0.207, 0.327, 0.304, 0.425, 0.205, -0.600, -0.337, -0.728, -0.184, -0.382, 0.389], "mol_weight_g_mol": 132.1, "spin_multiplicity": 1, "gap_ev": 7.69, "e_above_lowest_kcal_mol": 223.3, "homo_ha": -0.329, "e_lumo_ev": -1.26, "total_energy_ha": -770.6822}